C2H3PS3 as an isolated structure in a non-equilibrium geometry, computed with the ωB97M-V functional and the def2-TZVPD basis.

energy relative to the best compared isomer or geometry (same formula, charge and spin)	198.6	kJ/mol
DFT total energy	-1613.78944	hartree
M	154.2	g/mol
E_HOMO	-8.4	eV

```
9
C2H3PS3 (the ωB97M-V functional and the def2-TZVPD basis)
C 0.9081 -0.3375 -0.2172
C -0.7937 1.8558 -0.1950
H -1.2930 -0.2600 -1.3776
S -1.0374 -1.8600 0.9271
H 1.0313 -1.3153 -0.5684
S -0.5989 1.4815 1.3527
P -0.2338 0.7585 -1.3451
H 1.7175 0.3109 -0.0184
S 0.2999 -0.6339 1.4419
```